Entry 1:
Molecular formula: C9H36BeN18O9
Method: DFT, ωB97M-V/def2-TZVPD

Charge ... +2
Relative energy (zero: lowest compared OMol25 entry of this formula, charge and spin) ... 394.9 kcal per mole
Max |F| ... 10.825 eV Å⁻¹

XYZ file:
```
73
Properties=species:S:1:pos:R:3:forces:R:3
Be -0.0281 -0.7804 0.2206 0.01 0.04 0.10
C 2.9423 0.0321 5.0714 0.25 -3.27 -4.56
O 2.0747 -0.3238 4.2646 -0.06 0.32 -0.26
N 2.7358 0.6530 6.1416 -1.96 3.72 5.62
N 4.2431 -0.2832 4.9787 1.72 -0.44 -0.64
H 1.8220 1.0011 6.3942 0.26 -0.20 -0.04
H 3.5208 0.8336 6.7509 -0.69 0.22 0.18
H 4.6610 -0.6882 4.1532 -0.21 0.12 0.29
H 4.8058 0.1185 5.7150 0.58 -0.47 -0.75
C -5.6838 -1.9136 -1.5830 4.40 -0.76 0.27
O -4.4752 -1.9374 -1.6048 2.98 0.64 -0.48
N -6.4317 -1.5746 -2.5490 -3.56 2.17 -4.24
N -6.3026 -2.3741 -0.5648 -3.48 -2.05 4.45
H -6.0560 -1.2156 -3.4151 -0.02 -0.04 0.32
H -7.3527 -1.2807 -2.2565 -0.06 0.07 -0.72
H -5.7766 -2.7598 0.2064 -0.07 0.10 -0.31
H -7.1665 -2.8312 -0.8192 -0.09 -0.11 0.76
C -3.5027 3.8615 -1.1331 -0.62 -10.35 0.57
O -2.7836 2.8142 -1.1978 -0.14 1.94 -0.19
N -3.2224 5.0326 -1.3117 4.54 9.63 -1.97
N -4.7883 3.7414 -0.8961 -4.36 -0.19 1.35
H -2.3598 5.3020 -1.7628 0.13 -0.22 0.41
H -3.8937 5.7865 -1.2794 0.06 -0.38 -0.11
H -5.2360 4.5946 -0.5931 -0.44 -0.43 -0.12
H -5.3689 2.9175 -0.8318 0.91 -0.11 0.09
C 2.5923 1.5481 -4.5118 -2.53 -2.00 1.47
O 1.7881 0.9979 -3.7929 -0.98 -0.98 1.05
N 3.2530 2.6053 -4.2512 3.00 5.21 1.07
N 2.8857 1.1472 -5.7137 -0.25 -2.81 -3.44
H 2.9945 3.2644 -3.5308 -0.06 -0.31 -0.15
H 3.5182 2.9571 -5.1600 0.60 1.42 1.01
H 2.2762 0.3912 -5.9915 0.56 0.11 -0.76
H 3.4913 1.6700 -6.3302 -0.38 -0.70 -0.18
C -2.0634 -5.6028 2.3967 1.03 3.20 -3.67
O -1.2642 -4.6956 2.0355 -1.23 -1.05 0.36
N -3.1560 -5.9741 1.7425 -1.51 1.45 -2.63
N -1.9432 -6.3718 3.3750 2.67 -3.66 6.55
H -3.8032 -6.6067 2.1907 -0.21 0.49 -0.71
H -3.3731 -5.2906 1.0313 -0.91 -0.59 -0.11
H -1.0651 -6.4192 3.8717 -0.24 0.11 0.11
H -2.6314 -7.0762 3.5988 0.44 0.18 0.00
C 0.7697 -3.9162 -4.3603 1.36 2.43 2.17
O 0.7980 -3.8222 -3.1421 -1.21 -0.04 1.22
N 0.0247 -3.2303 -5.2019 -3.07 1.24 -1.91
N 1.7991 -4.4092 -4.9792 3.19 -2.73 -2.14
H 0.1883 -3.4035 -6.1833 -0.33 0.38 0.24
H -0.4601 -2.3752 -4.9695 -0.11 -0.56 0.31
H 1.8299 -4.3180 -5.9846 0.55 -0.23 0.37
H 2.6568 -4.5739 -4.4720 -0.41 -0.35 -0.13
C -3.1693 1.2014 4.1688 0.63 -0.75 -1.05
O -2.9268 0.3286 3.3631 0.36 -1.60 -1.59
N -4.3257 1.3711 4.7326 -3.24 0.03 1.24
N -2.2892 2.0901 4.5399 2.03 1.54 0.72
H -4.3841 2.0665 5.4627 -0.80 -0.43 -0.20
H -5.1097 0.8522 4.3635 0.03 0.23 0.54
H -1.4058 2.0493 4.0519 -0.02 0.60 0.51
H -2.6667 2.8306 5.1137 1.18 0.32 -0.35
C 5.3889 -0.5677 -0.8176 -1.92 -1.29 0.43
O 4.3682 -0.6484 -0.1635 -1.52 1.84 1.65
N 5.7781 -1.7209 -1.3341 2.28 -1.40 -1.93
N 6.1481 0.4797 -1.1221 0.92 1.22 -0.35
H 5.1795 -2.5333 -1.2905 0.15 0.40 0.02
H 6.4460 -1.6085 -2.0833 -0.08 -1.03 -0.05
H 6.8332 0.2874 -1.8389 0.04 0.67 0.26
H 5.8717 1.4353 -0.9474 -0.06 -0.41 0.01
C 2.4510 4.2654 1.2582 0.63 -4.28 2.20
O 1.5681 3.4416 1.2869 -1.62 -1.59 0.72
N 2.4320 5.2532 0.4921 -1.43 5.20 -4.01
N 3.5855 4.2189 1.9250 2.97 -0.86 2.26
H 3.2921 5.7425 0.2903 -0.93 0.57 -0.25
H 1.4580 5.4664 0.3305 0.48 1.07 -1.14
H 3.8890 3.3976 2.4283 -0.24 0.28 -0.04
H 4.1046 5.0796 2.0245 0.09 -0.51 0.26
```
Forces are in eV/Å.


Entry 2:
Molecular formula: C4H18B2KO2
Method: DFT, ωB97M-V/def2-TZVPD

Charge ... -1
Relative energy (zero: lowest compared OMol25 entry of this formula, charge and spin) ... 1.4 kcal per mole
Max |F| ... 1.129 eV Å⁻¹

XYZ file:
```
27
Properties=species:S:1:pos:R:3:forces:R:3
K -0.9791 0.9438 -0.2966 0.10 0.87 -0.71
B -1.9471 1.2966 -3.3629 0.03 -0.18 0.05
H -0.7482 1.4426 -3.4451 0.26 0.13 0.05
H -2.1540 0.2799 -2.7221 -0.12 -0.60 0.48
H -2.4772 2.2237 -2.7791 -0.10 0.28 0.14
H -2.4314 1.1048 -4.4563 -0.16 0.09 -0.24
B 1.6418 2.6893 -0.4810 -0.27 0.31 0.02
H 2.4289 2.9398 -1.3599 0.29 0.04 -0.07
H 1.2998 1.5386 -0.5584 0.33 -0.83 0.07
H 2.0266 2.9623 0.6365 0.29 -0.02 0.26
H 0.6283 3.3148 -0.6750 -0.50 0.39 -0.10
C -1.9503 -2.1438 -0.3433 0.53 -0.01 -0.66
O -1.1826 -1.4111 0.5957 -0.67 0.17 0.33
C -0.3897 -2.1376 1.4940 -0.11 -1.09 0.19
C 0.9593 -1.4976 1.6517 0.40 -0.36 -0.05
O 0.8095 -0.2188 2.1817 -0.41 0.23 0.10
C 2.0140 0.5193 2.2891 0.34 -0.27 -0.24
H -1.2480 -2.4646 -1.1197 -0.29 -0.44 -0.08
H -2.6539 -1.4766 -0.8409 0.05 0.19 0.17
H -2.5158 -2.9833 0.0662 0.19 -0.03 0.28
H -0.2454 -3.1772 1.1577 0.11 0.20 -0.30
H -0.8981 -2.2670 2.4600 0.00 0.44 0.01
H 1.4787 -1.4916 0.6816 -0.10 0.25 -0.04
H 1.5678 -2.1492 2.3034 -0.04 0.13 0.12
H 2.4868 0.6430 1.3133 -0.07 0.04 -0.05
H 2.7175 0.0097 2.9613 -0.09 0.06 0.14
H 1.7617 1.5103 2.6480 0.00 0.00 0.09
```
Forces are in eV/Å.


Entry 3:
Molecular formula: C51H67F5O7
Method: DFT, ωB97M-V/def2-TZVPD

Charge ... 0
SMILES ... Fc1ccccc1.Fc1ccccc1.Fc1ccccc1.Fc1ccccc1.Fc1ccccc1.CC(C)=O.CC(C)=O.CC(C)=O.CC(C)=O.CC(C)=O.CC(C)=O.CC(C)=O
Relative energy (zero: lowest compared OMol25 entry of this formula, charge and spin) ... 0.0 kcal per mole
Max |F| ... 1.325 eV Å⁻¹

XYZ file:
```
130
Properties=species:S:1:pos:R:3:forces:R:3
F 1.1029 -2.3412 -2.2144 -0.09 0.35 -0.01
C 0.6022 -1.4548 -1.3152 -0.39 -0.06 0.11
C -0.2287 -1.9340 -0.3308 -0.17 -0.70 0.35
C -0.7186 -1.0707 0.6324 0.71 0.09 0.07
C -0.3138 0.2605 0.6185 -0.32 0.58 0.29
C 0.4866 0.7580 -0.4012 -0.53 -0.63 -0.24
C 0.8957 -0.1142 -1.4006 1.02 0.13 -0.71
H -0.4693 -2.9891 -0.2719 0.01 0.03 -0.19
H -1.3052 -1.4879 1.4394 -0.17 0.21 -0.08
H -0.6476 0.9507 1.3921 -0.02 -0.18 -0.02
H 0.7486 1.8010 -0.4725 0.04 0.12 0.13
H 1.5257 0.2265 -2.2207 -0.11 0.09 0.09
F -2.9156 -2.4085 2.9987 -0.21 0.12 -0.03
C -2.6027 -3.7244 3.0067 0.15 -0.05 -0.13
C -2.3997 -4.3655 1.8064 -0.38 0.24 -0.46
C -2.0928 -5.7158 1.8401 0.42 -0.13 0.48
C -1.9092 -6.3423 3.0715 0.37 -0.17 -0.41
C -2.0082 -5.6326 4.2582 0.26 -0.73 -0.08
C -2.4157 -4.3237 4.2283 -0.19 0.85 0.35
H -2.5285 -3.8118 0.8798 0.03 -0.17 0.01
H -1.8680 -6.2717 0.9404 -0.29 0.10 -0.14
H -1.5993 -7.3807 3.0819 -0.02 0.05 0.08
H -1.6711 -6.1109 5.1683 -0.40 0.04 0.18
H -2.5805 -3.7023 5.1008 0.18 -0.20 0.14
F 0.6149 4.1832 -0.0129 -0.01 0.04 0.09
C 1.3478 5.2989 0.2271 0.05 -0.24 0.23
C 2.4620 5.1993 1.0390 -0.08 -0.36 -0.28
C 3.2556 6.3159 1.1957 -0.21 0.45 0.29
C 2.8496 7.5341 0.6660 0.19 0.41 -0.20
C 1.6981 7.6270 -0.1084 0.27 -0.40 0.12
C 0.9556 6.4807 -0.3483 -0.25 0.21 -0.36
H 2.7116 4.2558 1.5012 0.02 -0.08 -0.09
H 4.1683 6.2653 1.7728 -0.01 -0.06 0.05
H 3.4615 8.4129 0.8401 -0.07 -0.06 -0.06
H 1.3815 8.5483 -0.5744 0.11 0.15 0.11
H 0.1016 6.5094 -1.0123 -0.07 -0.09 0.10
F -5.7980 3.2752 3.5485 -0.26 -0.06 -0.07
C -5.0557 3.7870 2.5493 0.50 0.22 0.79
C -5.3176 5.0669 2.1055 -0.42 -0.21 0.11
C -4.5196 5.5873 1.1121 0.17 0.58 -0.41
C -3.4674 4.8627 0.5911 0.79 -0.59 0.00
C -3.1608 3.6117 1.1265 -0.40 0.34 -0.18
C -3.9457 3.0847 2.1353 0.14 -0.61 -0.51
H -6.1332 5.6412 2.5216 -0.06 -0.09 0.05
H -4.7056 6.5926 0.7525 -0.06 -0.06 -0.03
H -2.8263 5.2411 -0.1949 -0.16 0.22 -0.02
H -2.3497 3.0057 0.7431 0.16 0.18 -0.05
H -3.6908 2.0962 2.4954 -0.32 0.09 0.39
F -6.0174 1.3835 -2.1762 0.13 -0.12 0.10
C -5.6316 0.5657 -1.1677 -0.31 0.20 0.42
C -4.4018 0.7741 -0.5668 -0.13 0.29 -1.29
C -3.9931 -0.0710 0.4363 -0.27 0.02 0.55
C -4.8496 -1.0638 0.8801 -0.49 -0.46 0.09
C -6.1147 -1.2319 0.3068 0.72 0.10 0.08
C -6.5219 -0.3927 -0.7161 -0.11 -0.02 -0.15
H -3.7773 1.5508 -0.9933 0.07 0.03 0.24
H -3.0437 0.0971 0.9182 0.09 -0.10 -0.01
H -4.5667 -1.7162 1.6927 0.11 0.04 -0.04
H -6.7512 -2.0366 0.6483 -0.11 0.11 0.06
H -7.5183 -0.4685 -1.1324 0.11 0.01 -0.17
C 0.0125 -1.1714 -5.3483 -0.34 -0.06 -0.30
C 0.8089 -1.6506 -6.5378 0.01 1.05 0.12
C 0.5485 -0.9861 -7.8702 0.02 -0.16 0.13
O 1.7496 -2.3797 -6.3850 0.48 -0.80 0.00
H 0.1441 -1.8558 -4.5151 0.05 0.07 0.09
H -1.0451 -1.0507 -5.5938 0.01 0.00 0.05
H 0.3964 -0.1787 -5.0941 0.00 -0.04 0.14
H 1.1841 -1.4492 -8.6187 -0.09 -0.04 -0.11
H 0.8396 0.0637 -7.7745 -0.13 0.02 0.00
H -0.5038 -1.0298 -8.1487 0.01 0.04 -0.06
C -0.1538 -1.1287 4.0675 0.30 -0.41 -0.20
C 1.1231 -1.8421 4.4764 -0.97 -0.42 0.03
C 1.1461 -3.3498 4.3747 0.76 -0.28 0.07
O 2.0525 -1.2374 4.9340 0.72 0.53 0.21
H -0.8471 -1.8191 3.5974 -0.05 0.11 0.08
H 0.0954 -0.3419 3.3534 -0.03 0.07 0.14
H -0.6239 -0.6894 4.9459 -0.04 -0.02 -0.05
H 0.6797 -3.7278 3.4662 -0.20 0.01 0.08
H 0.6896 -3.8076 5.2568 -0.41 0.19 -0.14
H 2.1830 -3.6927 4.4225 -0.02 0.15 -0.18
C -3.1286 -1.8229 -2.7299 0.73 0.62 -0.52
C -2.8237 -3.2935 -2.6155 -0.12 0.07 -0.16
C -2.6775 -3.9960 -3.9505 0.14 -0.19 0.47
O -2.6696 -3.8597 -1.5590 -0.03 -0.03 0.11
H -2.2130 -1.2599 -2.4936 -0.01 -0.23 0.22
H -3.8972 -1.4089 -2.0855 -0.18 -0.38 0.13
H -3.3052 -1.5644 -3.7763 -0.37 -0.01 0.10
H -1.8912 -3.4907 -4.5157 -0.16 0.03 -0.17
H -3.6285 -3.9343 -4.4808 0.09 0.09 -0.17
H -2.4008 -5.0379 -3.8127 -0.02 -0.02 0.05
C 5.4655 -4.9843 -0.6261 0.33 0.01 0.24
C 5.1185 -3.7514 -1.4098 -0.35 -0.09 0.05
C 4.0830 -2.8315 -0.8018 0.31 -0.72 0.22
O 5.6014 -3.5139 -2.4851 0.32 0.12 -0.41
H 5.7165 -4.7067 0.4017 -0.16 -0.08 0.02
H 6.3171 -5.5022 -1.0583 -0.05 -0.02 -0.14
H 4.5956 -5.6428 -0.6051 0.01 -0.02 0.08
H 3.4804 -3.3920 -0.0854 -0.15 0.16 -0.02
H 3.4744 -2.4447 -1.6091 -0.06 0.37 0.11
H 4.6312 -2.0698 -0.2463 -0.20 0.24 -0.14
C -0.0211 1.6351 6.2999 -0.44 -0.61 -0.09
C -0.8455 2.0075 5.0860 -0.20 0.25 0.33
C -0.1975 2.8943 4.0703 0.83 -0.30 -0.36
O -1.9809 1.6120 4.9481 0.07 -0.16 -0.03
H 0.6612 2.4092 6.6368 0.06 0.06 -0.07
H 0.5428 0.7315 6.0352 0.28 0.29 -0.01
H -0.6998 1.3227 7.0927 0.01 0.21 0.08
H -0.0804 3.9013 4.4728 -0.14 0.06 -0.09
H -0.7272 2.8845 3.1241 -0.34 0.25 0.05
H 0.8175 2.5284 3.8623 -0.05 0.06 0.17
C 3.8291 -0.6957 -4.1124 -0.05 0.15 0.68
C 3.6672 0.6816 -4.6853 0.22 -0.11 -0.08
C 4.4111 1.0232 -5.9567 -0.20 0.13 -0.01
O 3.0264 1.5272 -4.1078 -0.42 0.22 0.08
H 4.8902 -0.9490 -4.1035 -0.09 -0.36 -0.19
H 3.2210 -1.4556 -4.6067 0.29 0.01 -0.36
H 3.4854 -0.6599 -3.0775 0.05 0.00 0.00
H 5.1133 1.8225 -5.7134 0.12 -0.11 -0.02
H 3.7153 1.4520 -6.6792 -0.03 -0.08 -0.01
H 4.9242 0.1686 -6.3885 0.06 0.02 -0.03
C 4.0170 0.9693 -0.0586 0.29 -0.30 -0.78
C 4.7904 2.2357 0.2070 -0.31 0.73 0.15
C 5.0805 2.5350 1.6678 0.10 -0.58 -0.32
O 5.1312 2.9658 -0.6934 0.12 -0.11 0.15
H 4.6526 0.1186 0.2001 -0.14 -0.02 0.20
H 3.8281 0.9094 -1.1319 0.01 0.06 0.02
H 3.0567 0.8726 0.4430 0.13 0.15 0.37
H 5.6236 1.6540 2.0317 -0.21 0.18 0.35
H 4.1242 2.6213 2.1855 0.08 -0.18 0.21
H 5.6788 3.4210 1.8499 0.01 0.12 -0.30
```
Forces are in eV/Å.


Q: Look up the max |F| of the third one.
A: 1.325 eV Å⁻¹


Q: What is the max |F| in the first record?
A: 10.825 eV Å⁻¹


Q: Which value of charge does entry 3 give?
A: 0